[1]
The following is a DFT calculation (the ωB97M-V functional and the def2-TZVPD basis) of a cluster of 3 separate species, CH3O4S in total.

Cartesian coordinates (Å):
C: -1.22304 0.06707 1.73594
O: 1.50731 0.67079 -1.50013
O: -0.40389 -1.24486 -1.68681
O: -0.95949 -0.54829 2.67894
O: -1.78559 0.67462 0.91834
S: 1.21702 -0.95260 -1.68051
H: 0.77086 1.04342 0.89538
H: -0.67755 -0.73895 -0.87304
H: 1.55435 1.02881 -0.48811

Cartesian forces, eV/Å:
-0.363 0.998 -0.143
-0.146 -0.354 0.268
-0.714 1.654 1.176
0.669 -0.696 0.580
-0.283 -0.132 -0.608
1.763 0.974 0.470
0.358 -0.125 -0.035
-0.198 -0.882 -0.835
-1.085 -1.438 -0.873

Properties
E_HOMO ... -2.93 eV
Net charge ... -1
Relative energy (zero: lowest compared OMol25 entry of this formula, charge and spin) ... 67.2 kcal per mole
DFT total energy ... -20109.710 eV
2S+1 ... 1
Kohn-Sham gap ... 6.6 eV

=====

[2]
The following is a DFT calculation (the ωB97M-V functional and the def2-TZVPD basis) of a cluster of 2 separate species, C5H16N3 in total.

Cartesian coordinates (Å):
C: 0.81173 -0.54686 2.42451
C: -0.23145 -0.79701 3.45608
C: 0.61275 -0.78257 -0.12483
N: 0.02323 -0.75825 1.16414
N: 1.93454 -0.86796 -0.30363
N: -0.18929 -0.55167 -1.22744
H: 1.03417 0.50147 2.37989
H: 1.75427 -1.16649 2.32960
H: -0.35084 -0.00102 4.18244
H: 0.02377 -1.61070 4.19857
H: -0.99651 -0.54453 1.29056
H: 2.56619 -0.91081 0.47457
H: 2.25583 -1.15642 -1.17743
H: -1.02846 -1.04562 -1.38430
H: 0.35240 -0.63892 -2.17605
H: -1.16064 -1.05176 2.91912
C: -0.78347 2.39476 -2.79963
C: -1.83146 1.57275 -2.15971
H: 0.13774 1.75191 -2.82519
H: -1.25793 2.67149 -3.82183
H: -0.61459 3.36434 -2.31480
H: -1.51843 0.70419 -1.35710
H: -2.67780 2.21723 -1.98438
H: -2.36710 1.11436 -2.94366

Cartesian forces, eV/Å:
0.152 -0.529 -1.939
0.074 -1.753 2.647
-1.258 0.493 3.760
1.364 0.223 -4.129
-2.147 0.444 1.424
2.782 -0.432 -2.516
0.743 0.589 0.231
-1.210 0.497 0.767
-0.278 0.631 -0.487
-0.304 0.300 -1.305
1.464 -0.266 -0.805
0.189 -0.022 0.195
0.887 -0.415 -1.524
-1.143 -1.167 0.618
-1.146 0.432 2.304
0.113 0.044 1.164
0.737 -1.929 0.933
0.904 1.296 1.141
-0.487 1.282 -0.400
0.401 0.025 0.848
0.359 0.455 -0.361
-0.135 1.697 -1.990
-0.609 0.665 0.691
-1.450 -2.563 -1.267

Properties
E_HOMO (spin up / spin down) ... -18.19 / -17.89 eV
Net charge ... +2
Relative energy (zero: lowest compared OMol25 entry of this formula, charge and spin) ... 87.0 kcal per mole
DFT total energy ... -9893.051 eV
2S+1 ... 2
Expectation value of S² ... 0.75
Kohn-Sham gap (spin up / spin down) ... 11.2 / 4.1 eV

=====

[3]
The following is a DFT calculation (the ωB97M-V functional and the def2-TZVPD basis) of an isolated molecule of C28H26N4O4.

Cartesian coordinates (Å):
O: -0.52215 -0.55931 1.46044
C: -0.72371 -0.26497 0.30080
N: -1.95515 -0.20786 -0.24158
C: -3.14994 -0.48215 0.52152
C: -3.73802 -1.86293 0.13614
C: -2.68990 -2.92505 0.30442
C: -2.37893 -3.41443 1.56638
C: -1.36907 -4.34430 1.73015
C: -0.65666 -4.79728 0.63260
C: -0.96310 -4.31962 -0.62968
C: -1.97284 -3.38627 -0.79067
C: -4.15286 0.58894 0.25437
N: -4.23047 1.24655 -0.86544
C: -5.29746 2.10052 -0.72588
C: -5.82938 3.03205 -1.60952
C: -6.92373 3.75808 -1.18869
C: -7.48627 3.57440 0.07591
C: -6.97409 2.65453 0.96921
C: -5.87535 1.92253 0.55277
N: -5.11930 0.94513 1.15316
C: 0.39551 0.02667 -0.69222
C: 0.77549 -1.23440 -1.47109
C: 2.27640 -1.10948 -1.69618
O: 2.91319 -1.75979 -2.49174
N: 2.74693 -0.16466 -0.83649
C: 4.08399 0.22412 -0.67900
C: 5.03129 -0.01955 -1.67417
C: 6.33234 0.40758 -1.51424
C: 6.72801 1.08232 -0.36672
C: 5.79347 1.29389 0.64827
C: 4.48108 0.87395 0.48509
O: 6.12649 1.90959 1.83035
C: 7.51859 1.98959 2.03882
C: 8.21626 2.46090 0.76329
O: 8.02672 1.52204 -0.26991
C: 1.70620 0.39129 0.00915
H: -2.10864 0.10982 -1.18596
H: -2.85535 -0.49611 1.57744
H: -4.07367 -1.81755 -0.90141
H: -4.60054 -2.06672 0.77368
H: -2.92846 -3.06180 2.42736
H: -1.13325 -4.71320 2.71721
H: 0.13640 -5.51884 0.76039
H: -0.41100 -4.66882 -1.49015
H: -2.20654 -3.01229 -1.77760
H: -5.39446 3.17293 -2.58574
H: -7.36143 4.49020 -1.85083
H: -8.34259 4.16713 0.36068
H: -7.40931 2.51296 1.94713
H: -5.23828 0.58017 2.08301
H: 0.08748 0.81994 -1.37796
H: 0.24978 -1.34939 -2.41683
H: 0.60042 -2.13142 -0.87108
H: 4.74541 -0.54505 -2.56829
H: 7.06798 0.23418 -2.28279
H: 3.80187 1.05820 1.29994
H: 7.66979 2.69387 2.85820
H: 7.91279 1.00353 2.32108
H: 9.29377 2.54935 0.90988
H: 7.80283 3.43523 0.46651
H: 1.83600 1.47066 0.11138
H: 1.71544 -0.06953 1.00509

Cartesian forces, eV/Å:
0.081 -0.115 0.364
0.292 0.260 -0.410
-0.561 0.066 -0.107
0.029 -0.271 0.027
0.250 0.119 0.188
-0.151 -0.083 -0.049
0.003 -0.045 -0.069
0.001 -0.009 0.108
0.081 -0.055 -0.025
0.052 -0.071 -0.047
-0.068 -0.033 0.044
-0.009 0.189 0.038
0.504 -0.361 -0.149
-0.459 0.033 0.622
0.007 -0.055 0.096
-0.014 0.103 -0.164
-0.071 -0.002 0.124
-0.047 -0.013 0.124
-0.060 0.341 -0.630
0.119 -0.178 0.079
0.115 -0.166 0.270
0.073 0.017 -0.070
-0.463 -0.182 -0.203
0.150 -0.196 -0.164
-0.149 0.259 0.074
0.472 0.063 0.065
0.000 -0.077 -0.166
0.036 0.179 0.329
-0.084 0.061 0.065
0.152 -0.052 -0.095
0.069 -0.010 -0.069
-0.369 -0.045 -0.221
0.543 0.052 -0.203
-0.134 0.202 0.502
-0.145 -0.304 -0.191
-0.235 0.089 0.346
0.155 0.121 0.004
-0.066 0.025 -0.156
-0.064 0.019 0.016
-0.072 -0.006 -0.051
-0.061 0.057 0.112
0.021 -0.031 0.083
0.058 -0.065 0.012
0.049 -0.032 -0.071
-0.040 0.046 -0.103
0.054 0.015 -0.119
-0.031 0.056 -0.058
-0.067 0.041 0.031
-0.074 0.017 0.085
0.061 0.014 -0.067
0.040 -0.029 0.021
0.059 -0.054 -0.013
0.024 0.019 -0.031
-0.017 -0.009 -0.027
0.090 -0.014 -0.118
-0.126 0.012 0.111
0.045 -0.068 -0.072
-0.044 0.106 0.009
-0.099 0.035 0.033
0.073 -0.087 0.019
0.004 -0.058 0.020
0.016 0.157 -0.101

Properties
E_HOMO ... -7.77 eV
SMILES ... O=C(N[C@H](Cc1ccccc1)c1nc2ccccc2[nH]1)[C@@H]1CC(=O)N(c2ccc3c(c2)OCCO3)C1
Relative energy (zero: lowest compared OMol25 entry of this formula, charge and spin) ... 22.5 kcal per mole
DFT total energy ... -43610.312 eV
2S+1 ... 1
Kohn-Sham gap ... 8.3 eV

=====

[4]
The following is a DFT calculation (the ωB97M-V functional and the def2-TZVPD basis) of an isolated molecule of C18H19N5O4S.

Cartesian coordinates (Å):
C: -8.66985 -1.11589 -1.37734
C: -7.43985 -1.83618 -0.82555
C: -6.29602 -0.90877 -0.66265
N: -5.17443 -1.01081 -1.26780
N: -4.29471 -0.05808 -0.98565
C: -4.72221 0.81052 -0.13318
N: -4.05985 1.90416 0.33223
C: -2.70407 2.17113 0.37333
O: -2.30923 3.12769 0.99190
C: -1.78382 1.29418 -0.46501
N: -0.74083 0.77839 0.39998
N: 0.49016 0.82445 -0.04892
C: 1.46957 0.36036 0.68210
C: 2.81706 0.45367 0.12097
C: 3.10214 1.40828 -0.85078
C: 4.37372 1.50119 -1.36790
C: 5.40459 0.65616 -0.95650
O: 6.59131 0.89587 -1.57154
C: 7.75919 0.17364 -1.25062
C: 5.11902 -0.32651 0.01259
O: 6.12968 -1.17393 0.39820
C: 5.86240 -2.15706 1.36565
C: 3.83590 -0.40396 0.53296
C: 1.20437 -0.17925 1.97645
C: -0.06820 -0.21349 2.43660
C: -1.14975 0.29094 1.62946
O: -2.33635 0.33528 1.92699
S: -6.37048 0.49400 0.40678
H: -9.49067 -1.81822 -1.49490
H: -8.44743 -0.67553 -2.34636
H: -8.98317 -0.32473 -0.69939
H: -7.12689 -2.63088 -1.50409
H: -7.68175 -2.27896 0.14416
H: -4.58650 2.49350 0.96776
H: -1.30320 1.89849 -1.23594
H: -2.34922 0.47200 -0.91459
H: 2.32226 2.07385 -1.18076
H: 4.61648 2.24093 -2.11401
H: 8.53902 0.60745 -1.87658
H: 7.65567 -0.88814 -1.48197
H: 8.03063 0.28979 -0.19946
H: 5.09615 -2.86218 1.02724
H: 5.55866 -1.71463 2.32016
H: 6.80265 -2.68968 1.50221
H: 3.61083 -1.16981 1.25660
H: 2.01918 -0.52574 2.59321
H: -0.32217 -0.59351 3.41398

Cartesian forces, eV/Å:
0.075 -0.169 0.042
-0.297 -0.013 -0.031
-0.191 0.422 0.510
-0.705 -1.211 -0.513
0.999 1.078 0.194
-1.008 -0.578 0.060
-0.312 0.723 0.293
0.146 0.172 -0.252
0.109 0.041 0.011
-0.180 -0.108 -0.085
-0.350 -0.037 0.510
0.976 -0.048 -0.343
-0.754 0.063 0.004
0.525 0.132 -0.311
-0.025 -0.153 0.215
0.236 -0.225 0.085
-0.210 0.046 0.022
-0.314 0.067 -0.007
0.474 -0.179 0.024
0.242 0.010 -0.063
-0.112 0.346 -0.286
-0.027 -0.145 0.133
-0.159 0.071 -0.010
-0.465 0.025 0.092
0.322 -0.021 -0.023
0.193 -0.035 -0.056
-0.101 -0.284 0.194
0.673 -0.291 -0.474
-0.122 -0.004 -0.016
-0.018 0.067 -0.068
-0.108 0.078 -0.003
0.060 0.020 0.099
0.027 -0.093 -0.060
0.240 -0.037 -0.147
-0.087 -0.035 0.128
0.301 0.216 0.063
-0.055 0.096 -0.050
0.041 0.092 -0.084
-0.039 -0.041 0.054
0.031 0.098 0.020
-0.007 -0.013 -0.090
0.013 0.035 0.026
-0.013 -0.019 -0.036
-0.096 -0.005 0.038
0.032 -0.098 0.083
0.063 -0.037 0.053
-0.023 -0.018 0.056

Properties
E_HOMO ... -7.84 eV
SMILES ... CCc1nnc(NC(=O)Cn2nc(-c3ccc(OC)c(OC)c3)ccc2=O)s1
Relative energy (zero: lowest compared OMol25 entry of this formula, charge and spin) ... 19.1 kcal per mole
DFT total energy ... -45448.514 eV
2S+1 ... 1
Kohn-Sham gap ... 8.0 eV

=====

[5]
The following is a DFT calculation (the ωB97M-V functional and the def2-TZVPD basis) of a cluster of 2 separate species, H4N2O2P in total.

Cartesian coordinates (Å):
N: 0.96861 0.32007 -0.88423
N: -0.43739 0.36743 -0.85643
O: -0.35490 0.23553 2.37281
O: 0.33847 -1.96888 1.60378
P: -0.62602 -0.85781 1.45032
H: 1.29419 0.59097 -0.01547
H: 1.38184 -0.52051 -1.23834
H: -0.81620 1.23212 -0.60785
H: -2.01362 -1.21440 1.17103

Cartesian forces, eV/Å:
-0.391 2.029 -1.926
-0.439 -5.093 1.143
-0.873 2.176 1.032
-0.461 -1.124 -1.253
0.133 0.294 -2.322
1.464 0.133 1.941
-0.535 -0.418 0.222
0.270 1.961 0.656
0.834 0.042 0.509

Properties
E_HOMO (spin up / spin down) ... -2.46 / -2.46 eV
Net charge ... -1
Relative energy (zero: lowest compared OMol25 entry of this formula, charge and spin) ... 114.9 kcal per mole
DFT total energy ... -16428.531 eV
2S+1 ... 1
Kohn-Sham gap (spin up / spin down) ... 7.1 / 7.1 eV